[1]
The following is a DFT calculation (wB97M-V/def2-TZVPD) of C32H39ClN4O6OsSTe as an isolated structure.

The geometry in XYZ format:
```
85
Properties=species:S:1:pos:R:3:forces:R:3:nbo_charge:R:1
Os -0.424207 0.084112 -0.056921 -0.2 0.3 -0.3 1.312
O 0.867568 0.533406 7.531759 -0.2 -0.3 0.1 -0.523
C 1.978792 0.276668 7.321248 0.1 0.6 -0.1 1.024
O 3.091292 0.101594 7.059259 0.1 -0.3 0.1 -0.496
C 1.197898 -0.120196 4.371098 0.0 0.0 0.0 0.294
C -0.142461 0.155538 4.285014 0.2 0.0 0.1 -0.318
C -0.632210 0.269750 2.999964 0.1 0.1 -0.3 0.079
N 0.160035 0.106669 1.922547 -0.1 0.0 0.2 -0.493
C 1.470476 -0.197340 2.078852 -0.4 0.0 -0.1 0.109
C 2.056003 -0.310819 3.321388 0.0 0.0 0.2 -0.285
C 2.236786 -0.478797 0.814409 -0.3 0.0 -0.5 0.734
O 3.390602 -0.763983 0.821244 0.2 0.0 0.0 -0.484
O 1.472255 -0.413078 -0.298210 0.4 -0.2 0.5 -0.751
H -0.783488 0.284981 5.147584 0.0 0.0 0.0 0.280
H -1.670532 0.494081 2.805782 0.0 0.0 0.0 0.217
H 3.110067 -0.545645 3.401807 0.0 0.0 0.0 0.295
C 0.308964 -2.044478 -3.313287 -0.2 0.6 0.5 -0.829
S 0.438084 -0.288398 -3.084528 -0.1 0.0 0.4 1.253
O -0.754772 0.053276 -2.084861 0.4 0.0 0.0 -0.959
C -0.178095 0.285142 -4.626009 -0.1 0.0 0.0 -0.210
C -1.537578 0.484623 -4.823549 0.0 0.0 -0.2 -0.228
C -1.957488 0.902984 -6.077596 0.0 0.0 0.0 -0.191
C -1.031899 1.100686 -7.094887 0.0 0.0 0.0 -0.165
C 0.323804 0.896343 -6.870730 0.0 0.0 0.0 -0.170
C 0.769512 0.494697 -5.620511 -0.1 0.1 0.0 -0.230
H -0.734841 -2.288699 -3.512963 0.0 -0.1 0.0 0.252
H 0.692721 -2.536592 -2.421935 0.0 0.0 0.0 0.240
H 0.935784 -2.295461 -4.170567 -0.2 0.3 0.4 0.282
H -2.247359 0.317910 -4.024891 0.0 0.0 0.0 0.233
H -3.010112 1.070387 -6.262286 0.0 0.0 0.0 0.238
H -1.370056 1.422362 -8.071070 0.0 0.0 0.0 0.243
H 1.038195 1.064174 -7.665077 0.0 0.0 0.0 0.243
H 1.828213 0.359743 -5.429450 0.0 0.0 0.0 0.240
C -0.331498 -6.486116 1.251529 0.1 0.0 0.0 -0.613
C -1.859324 -6.589912 1.247391 0.0 0.0 0.1 -0.058
C -2.421321 -5.550591 2.234228 0.0 0.0 0.0 -0.616
C -2.256855 -7.972150 1.783337 0.0 -0.1 0.0 -0.619
C -2.452768 -6.407937 -0.188330 -0.1 0.1 -0.1 0.271
O -3.871589 -6.305743 -0.136506 0.0 0.0 -0.1 -0.727
C -2.162854 -7.630358 -1.081805 0.1 -0.1 0.0 -0.407
C -2.557095 -7.513884 -2.564804 0.1 0.2 0.0 -0.440
C -1.606140 -6.675260 -3.403361 -0.1 -0.2 -0.1 -0.016
C -2.094135 -5.633088 -4.183588 0.0 0.1 -0.2 -0.160
C -1.242597 -4.759268 -4.848898 -0.2 0.0 0.0 -0.260
C 0.122795 -4.936197 -4.735550 0.0 0.0 0.0 -0.059
Cl 1.202294 -3.798100 -5.498497 0.3 -1.0 -1.0 0.020
C 0.640137 -6.001568 -4.020785 0.1 -0.1 0.1 -0.223
C -0.228796 -6.866346 -3.364420 0.1 0.0 0.0 -0.208
C -1.884518 -5.226532 -0.978089 0.1 0.4 0.2 -0.267
N -1.968426 -3.880581 -0.392628 -0.2 -0.5 0.1 -0.130
C -0.970627 -3.062251 -0.154690 0.2 0.2 0.0 0.218
N -1.448293 -1.882896 0.248783 -0.3 -0.2 0.0 -0.633
C -2.803900 -2.081415 0.255262 0.0 0.0 -0.1 0.169
N -3.152810 -3.279428 -0.131536 0.2 0.0 0.0 -0.245
H 0.045567 -6.724937 2.247726 0.0 0.0 0.0 0.234
H 0.024311 -5.478156 1.016100 0.0 0.0 0.0 0.176
H 0.140146 -7.182017 0.555113 0.0 0.0 0.0 0.216
H -2.114624 -5.820968 3.245953 0.0 0.0 0.0 0.229
H -3.511024 -5.533408 2.226964 0.0 0.0 0.0 0.227
H -2.050799 -4.536657 2.058620 0.0 0.0 -0.1 0.177
H -2.010142 -8.036315 2.844131 0.0 0.0 0.0 0.221
H -1.724202 -8.778533 1.278179 0.0 0.0 0.0 0.215
H -3.328741 -8.142855 1.675985 0.0 0.0 0.0 0.234
H -4.144576 -5.407004 0.086533 0.1 -0.1 0.1 0.484
H -2.703001 -8.471034 -0.650755 0.0 0.0 0.0 0.249
H -1.098847 -7.866067 -1.007384 -0.1 -0.1 0.0 0.206
H -3.563155 -7.096208 -2.640498 0.0 0.0 0.0 0.229
H -2.619423 -8.522641 -2.975521 0.1 0.0 0.0 0.249
H -3.166484 -5.480620 -4.254967 0.0 0.0 0.0 0.220
H -1.634916 -3.946461 -5.447122 0.0 0.0 0.0 0.233
H 1.711263 -6.148813 -3.972254 0.0 0.0 0.0 0.243
H 0.189071 -7.690123 -2.796248 0.0 0.0 0.0 0.228
H -2.425902 -5.159543 -1.913285 0.0 0.1 0.1 0.258
H -0.830195 -5.374357 -1.208806 0.0 0.0 0.0 0.237
H 0.068398 -3.328370 -0.270530 0.0 0.0 0.0 0.242
H -3.526150 -1.330012 0.530655 0.0 0.0 0.0 0.223
C -2.544907 3.035548 1.478249 0.0 0.1 0.0 -0.862
Te -2.411343 1.859738 -0.276099 -0.1 -0.2 0.1 0.745
C -1.432753 3.319878 -1.454547 0.0 0.0 0.0 -0.840
H -1.687441 3.702263 1.509795 0.0 0.0 0.1 0.250
H -2.556539 2.393091 2.352617 0.0 0.0 0.0 0.234
H -3.473113 3.596426 1.420580 0.0 0.1 0.0 0.260
H -2.183061 4.057193 -1.723810 0.1 0.1 0.0 0.255
H -1.039104 2.832285 -2.341893 0.0 0.0 0.0 0.252
H -0.636846 3.758757 -0.860955 0.0 0.0 0.0 0.246
```
Forces are in eV/Å.

The largest force on an atom is 0.0284 Eh/bohr. The multiplicity is 5. Its net charge is +2. As for the HOMO energy (spin up / spin down): -13.417 / -13.419 eV.

---

[2]
The following is a DFT calculation (wB97M-V/def2-TZVPD) of C36H37BF4N3O3S2SbTi as an isolated structure.

The geometry in XYZ format:
```
88
Properties=species:S:1:pos:R:3:forces:R:3:lowdin_charge:R:1
Ti -1.357352 0.026915 -1.726281 -0.6 -0.3 0.5 0.469
C 3.300098 -4.168640 3.601264 0.1 0.0 0.0 -0.050
C 2.026384 -3.617023 3.030367 -0.1 0.1 -0.1 -0.266
C 1.990686 -2.331007 2.482060 0.0 -0.1 0.0 -0.030
C 0.829384 -1.822105 1.934277 0.0 0.1 0.0 -0.043
C -0.320225 -2.604578 1.932091 0.0 0.1 0.1 -0.262
C -0.315280 -3.872587 2.478999 0.0 -0.1 0.0 -0.045
C 0.860202 -4.373095 3.023204 0.0 0.0 0.0 -0.033
S -1.798169 -1.906263 1.255720 0.5 0.1 -0.3 0.612
O -2.855809 -2.866807 1.387890 -0.1 0.0 0.1 -0.279
O -1.950404 -0.603587 1.851088 0.0 0.0 0.0 -0.350
N -1.390965 -1.648360 -0.291430 -0.4 0.0 -0.1 -0.186
C -1.623400 -2.590668 -1.250117 0.2 -0.4 -0.1 -0.396
C -1.948015 -3.955797 -1.142432 0.0 0.1 0.0 0.011
C -2.081964 -4.674249 -2.306645 0.0 0.0 -0.1 -0.045
C -1.916688 -4.074428 -3.565379 0.0 0.0 0.1 -0.059
C -1.611316 -2.737869 -3.599327 -0.1 0.0 0.2 -0.101
N -1.461224 -2.037098 -2.465927 0.3 0.5 0.0 -0.022
H 3.953484 -3.370282 3.951249 0.0 0.0 0.0 0.077
H 3.849200 -4.737953 2.848385 0.0 0.0 0.0 0.085
H 3.101265 -4.838743 4.437010 0.0 0.0 0.0 0.079
H 2.883986 -1.717234 2.506236 0.0 0.0 0.0 0.110
H 0.801488 -0.814465 1.532051 0.0 0.0 0.0 0.098
H -1.227564 -4.453928 2.488730 0.0 0.0 0.0 0.113
H 0.867046 -5.364591 3.459455 0.0 0.0 0.0 0.115
H -2.100791 -4.402735 -0.174331 0.0 0.0 0.0 0.100
H -2.326794 -5.727011 -2.247461 0.0 0.0 0.0 0.112
H -2.031425 -4.627632 -4.484752 0.0 -0.1 0.0 0.103
H -1.480551 -2.183643 -4.520366 0.0 0.0 0.0 0.125
F -0.644815 1.675547 -2.705856 0.0 -0.1 -0.1 -0.057
B -0.563002 1.132137 -4.108711 0.1 -0.2 -0.1 -1.238
F 0.344077 0.064832 -3.960329 0.1 -0.1 0.0 0.121
F -0.163253 2.099212 -4.951226 0.0 0.1 -0.1 0.223
F -1.815294 0.582992 -4.339832 0.1 0.0 -0.1 0.119
S -3.368863 0.478282 -1.655404 -0.4 0.1 -0.1 0.313
Sb -1.440050 1.805103 0.385409 0.1 0.1 0.5 1.548
C 0.079850 1.799629 1.886932 0.1 0.0 -0.1 -0.346
C -0.204499 1.531196 3.220653 -0.2 0.0 0.1 -0.115
C 0.815132 1.414648 4.152633 0.1 0.0 0.1 -0.077
C 2.139933 1.561966 3.765045 0.0 0.0 -0.1 -0.090
C 2.440293 1.827375 2.435329 -0.1 0.0 0.1 -0.093
C 1.412508 1.939924 1.508948 0.1 0.0 -0.2 -0.166
C -3.146029 2.244484 1.562294 0.0 0.0 0.0 -0.352
C -4.214024 1.369625 1.716669 0.0 -0.1 0.0 -0.134
C -5.295320 1.722955 2.511199 0.0 0.0 0.0 -0.076
C -5.314455 2.947310 3.163059 0.0 0.0 0.0 -0.089
C -4.252410 3.825848 3.010346 0.0 0.0 0.0 -0.087
C -3.175698 3.476392 2.208935 0.1 0.1 0.0 -0.122
C -1.204526 3.766429 -0.401088 0.0 0.1 -0.1 -0.361
C -0.181493 4.625890 -0.022915 0.1 0.0 0.2 -0.121
C -0.086024 5.897749 -0.571086 0.0 0.1 -0.1 -0.087
C -1.015981 6.322771 -1.508418 0.0 0.0 0.0 -0.087
C -2.043153 5.471193 -1.891817 0.0 0.1 0.0 -0.077
C -2.134849 4.202984 -1.342274 -0.1 -0.1 -0.1 -0.123
H -1.230448 1.392998 3.540508 0.0 0.0 0.0 0.102
H 0.578747 1.202099 5.187337 0.0 0.0 0.0 0.105
H 2.934120 1.472277 4.495099 0.0 0.0 0.0 0.101
H 3.470082 1.947722 2.121619 0.0 0.0 0.0 0.102
H 1.659289 2.130551 0.468188 0.0 0.0 0.1 0.093
H -4.212695 0.409753 1.220715 0.0 0.0 0.0 0.070
H -6.123434 1.034789 2.621335 0.0 0.0 0.0 0.104
H -6.156966 3.219650 3.785666 0.0 0.0 0.0 0.100
H -4.262208 4.785603 3.510870 0.0 0.0 0.0 0.102
H -2.358930 4.179872 2.088717 0.0 0.0 0.0 0.099
H 0.546250 4.321913 0.721818 0.0 0.0 0.0 0.085
H 0.714297 6.559232 -0.264355 0.0 0.0 0.0 0.101
H -0.942271 7.312815 -1.938792 0.0 0.0 0.0 0.101
H -2.770812 5.795944 -2.623882 0.0 0.0 0.0 0.105
H -2.937371 3.544912 -1.658950 0.0 0.0 0.0 0.087
O 0.769760 -0.064762 -1.074632 0.2 0.1 -0.2 -0.104
C 1.763161 -0.756611 -1.364137 -0.1 -0.1 0.0 -0.439
C 3.117279 -0.393258 -0.796033 -0.1 0.0 0.0 -0.069
C 4.270707 -0.267895 -1.821079 0.0 0.0 0.0 -0.168
C 3.819319 -0.337977 -3.279770 0.0 0.0 0.0 -0.187
C 3.544581 -1.776514 -3.724654 0.0 -0.1 0.0 -0.169
C 2.804661 -2.570993 -2.651119 0.0 0.0 0.0 -0.155
N 1.657721 -1.844684 -2.129394 0.1 0.1 0.1 0.120
H 3.353155 -1.133404 -0.025074 0.0 0.0 0.0 0.119
H 2.953495 0.549321 -0.279169 0.1 0.0 0.0 0.095
H 5.013374 -1.049374 -1.642071 0.0 0.0 0.0 0.111
H 4.779008 0.678484 -1.637398 0.0 0.0 0.0 0.110
H 4.580524 0.099776 -3.926551 0.0 0.0 0.0 0.114
H 2.919259 0.266481 -3.420631 0.0 0.0 0.0 0.111
H 4.487098 -2.291929 -3.931036 0.0 0.0 0.0 0.114
H 2.965893 -1.775384 -4.650121 0.0 0.0 0.0 0.114
H 3.465389 -2.814123 -1.816327 0.0 0.0 0.0 0.120
H 2.437701 -3.520539 -3.039411 0.0 0.0 0.0 0.125
H 0.756922 -1.997757 -2.561408 0.0 0.1 0.0 0.115
```
Forces are in eV/Å.

The largest force on an atom is 0.0166 Eh/bohr. The energy above the lowest of the compared OMol25 structures with the same formula, charge and spin is 0.2877 eV. As for the HOMO energy: -8.065 eV.

---

[3]
The following is a DFT calculation (wB97M-V/def2-TZVPD) of C32H31Br3F2IN7O2Ru as an isolated structure.

The geometry in XYZ format:
```
79
Properties=species:S:1:pos:R:3:forces:R:3:lowdin_spin:R:1
Ru -0.170135 -0.441174 0.277310 -1.6 0.8 1.8 0.886
Br -3.016150 3.676386 1.246730 0.0 0.2 0.0 0.000
C -1.345802 3.314020 2.050634 -0.1 -0.2 -0.2 -0.002
C -0.821055 4.194643 3.008559 0.1 0.0 0.0 0.000
C 0.381914 3.931182 3.598663 -0.1 0.2 0.0 -0.001
Br 1.084801 5.180809 4.832515 0.0 -0.1 0.0 0.000
C 1.095136 2.755584 3.275804 0.1 0.0 0.0 0.002
C 2.329164 2.369708 3.843974 0.0 -0.1 -0.1 -0.002
C 2.908373 1.191798 3.461063 0.0 0.1 0.0 0.002
C 2.273763 0.403731 2.486913 0.1 0.0 -0.1 0.004
N 1.146878 0.753526 1.921087 0.2 -1.0 -0.3 0.056
C 0.544606 1.897011 2.301151 0.0 0.0 0.1 0.004
C -0.676295 2.175385 1.645061 -0.2 0.4 0.1 0.000
O -1.122725 1.387014 0.699594 0.3 -1.3 -0.5 -0.015
H -1.367186 5.089028 3.273497 0.0 0.0 0.0 0.000
H 2.809003 3.011849 4.569562 -0.1 0.0 0.0 0.000
H 3.850220 0.870509 3.882769 0.0 0.0 0.0 0.000
H 2.718021 -0.532493 2.163830 0.0 0.0 0.0 0.001
F -0.995900 -0.935958 2.882050 0.1 -0.1 0.4 -0.007
C -0.107646 -1.585933 2.072154 -0.9 1.0 -0.6 -0.029
F -0.607457 -2.838852 1.890561 0.3 -0.2 0.0 -0.009
H 0.828772 -1.671141 2.622712 0.1 0.0 -0.3 -0.002
N -5.630812 1.235987 1.503988 -0.1 0.1 0.0 0.000
C -5.679706 -0.082522 1.803028 0.0 0.0 0.1 0.000
O -6.524942 -0.583713 2.512467 0.0 0.0 0.0 0.000
C -4.585150 -0.932898 1.214915 0.1 -0.1 -0.1 -0.001
C -4.873967 -2.257119 0.913738 0.0 0.0 0.0 0.002
C -3.878388 -3.064714 0.396807 -0.1 0.0 -0.1 0.000
C -2.628683 -2.518118 0.178740 -0.1 0.0 -0.2 0.002
N -2.340330 -1.252396 0.486490 1.2 0.1 0.0 0.000
C -3.291164 -0.477420 1.019686 -0.1 0.0 0.1 0.001
H -6.375564 1.819104 1.849904 0.0 0.0 0.0 0.000
H -5.063426 1.604162 0.761457 0.0 -0.1 0.0 0.000
H -5.872238 -2.634967 1.092067 0.0 0.0 0.1 0.000
H -4.064950 -4.104310 0.169148 0.0 0.0 -0.1 0.000
H -1.829871 -3.111593 -0.244139 0.0 0.0 0.0 0.000
H -2.988763 0.520789 1.311140 0.0 0.0 -0.1 0.000
Br 1.441731 -4.246663 -3.858086 0.0 -0.1 0.0 0.000
C 2.020345 -5.135213 -2.296227 -0.1 0.2 0.0 0.000
C 2.460452 -6.447713 -2.391073 0.1 0.0 0.0 0.000
C 2.878842 -7.123746 -1.255303 0.0 0.0 0.0 0.000
C 2.839884 -6.506683 -0.013829 0.0 0.0 0.0 0.000
C 2.405200 -5.194619 0.091985 0.0 0.0 0.0 0.000
C 2.021892 -4.520385 -1.054446 -0.6 0.2 0.4 -0.002
I 1.433607 -2.483156 -0.840844 0.7 0.1 -0.5 -0.005
H 2.476055 -6.932628 -3.357067 0.0 0.0 0.0 0.000
H 3.237931 -8.139870 -1.343894 0.0 0.0 0.0 0.000
H 3.150303 -7.036400 0.876162 0.0 0.0 0.0 0.000
H 2.366022 -4.695897 1.049771 0.0 0.0 0.0 0.000
C 3.669761 3.733047 0.038973 0.0 0.0 0.0 0.000
C 3.112448 2.778292 -1.011790 -0.2 0.2 -0.2 0.002
C 2.677035 3.557856 -2.255724 0.1 -0.1 0.0 0.000
C 4.162290 1.729396 -1.366173 -0.1 0.0 0.1 0.000
N 1.960840 2.123076 -0.353875 0.4 0.0 0.2 0.002
N 1.399994 0.994433 -1.004660 -0.2 -0.4 0.2 0.049
H 4.518982 4.287306 -0.361692 0.0 0.0 0.0 0.000
H 3.998551 3.175905 0.917353 0.0 0.0 0.0 0.000
H 2.911360 4.454451 0.353292 0.0 0.0 0.0 0.000
H 3.532484 4.037212 -2.733541 0.0 0.0 0.0 0.000
H 1.962942 4.338042 -1.983957 0.0 0.0 0.0 0.000
H 2.212139 2.899608 -2.995039 0.0 0.0 0.0 0.000
H 5.105307 2.222438 -1.598819 0.0 0.0 0.0 0.000
H 3.880627 1.141367 -2.242944 0.0 0.0 0.0 0.000
H 4.331100 1.061435 -0.517388 0.0 0.0 0.0 0.000
H 1.224847 2.797065 -0.176095 -0.1 -0.1 0.0 0.000
H 2.168946 0.364422 -1.213601 0.0 0.1 -0.1 0.000
H 0.939878 1.231009 -1.884421 0.1 0.0 0.0 0.001
N -5.479274 1.788352 -2.533225 0.0 0.0 0.0 0.000
C -4.450672 1.335420 -2.769277 0.0 0.0 0.0 0.000
C -3.168649 0.721033 -2.981700 0.0 -0.1 0.0 0.001
C -2.724313 0.302059 -4.230307 0.0 0.0 0.0 -0.001
C -1.497946 -0.335179 -4.300995 0.0 0.0 -0.1 0.002
C -0.790540 -0.570508 -3.133626 -0.1 0.0 0.0 0.004
N -1.210447 -0.155601 -1.934058 0.1 0.1 -0.1 0.047
C -2.363885 0.503322 -1.871043 0.0 0.1 -0.1 0.003
H -3.321275 0.473157 -5.115683 0.0 0.0 0.0 0.000
H -1.090944 -0.652494 -5.250447 0.0 -0.1 0.0 0.000
H 0.144440 -1.118030 -3.164826 0.0 0.0 0.0 0.000
H -2.660635 0.888178 -0.907489 0.1 0.0 0.0 0.000
```
Forces are in eV/Å.

The largest force on an atom is 0.0493 Eh/bohr. The multiplicity is 2. The energy above the lowest of the compared OMol25 structures with the same formula, charge and spin is 0.0000 eV. Its net charge is +1. As for the HOMO energy (spin up / spin down): -10.239 / -10.219 eV.